1.
A molecular structure, C28H21Br2CaGeNO5Se at a distorted geometry, computed with ωB97M-V/def2-TZVPD.

The value obtained for the maximum force is 2.30 eV/A. Its expectation value of S² is 0.755. The HOMO-LUMO gap (spin up / spin down) comes out at 7.144 / 6.523 eV.

ORCA input file:
```
! RIJCOSX wB97M-V def2-TZVPD def2/J DEFGRID3
* xyz -1 2
Ca -0.7976 0.0969 0.2758
C -2.3861 0.0266 3.5566
C -0.8864 0.0103 3.6965
C -0.2672 -0.0401 4.9640
C 1.0874 -0.0463 5.0641
C 1.8962 -0.0048 3.9066
C 3.3133 0.0541 3.9142
Br 4.2758 0.0446 5.5587
C 4.0064 0.1527 2.7514
C 3.3296 0.1849 1.5162
Br 4.3514 0.3602 -0.0650
C 1.9503 0.1134 1.4074
O 1.3068 0.1687 0.2747
C 1.2235 0.0257 2.6713
N -0.1593 0.0421 2.5959
H -2.8672 -0.0086 4.5353
H -2.7207 -0.8183 2.9528
H -2.7251 0.9098 3.0145
H -0.8889 -0.0682 5.8525
H 1.5635 -0.0741 6.0361
H 5.0843 0.2184 2.7664
O -2.2587 -1.5120 0.2163
Se -3.1728 -0.3163 -0.5445
O -3.3930 0.8299 0.6265
O -2.0210 0.3876 -1.5575
O -4.5030 -0.8647 -1.3046
C 3.8513 3.6952 2.5164
C 2.7075 3.2493 3.1732
C 1.5370 3.0373 2.4538
C 1.4865 3.2701 1.0695
C 2.6476 3.7002 0.4249
C 3.8191 3.9217 1.1450
Ge -0.0970 2.8405 0.0566
C -1.6059 3.8351 0.7745
C -1.5538 4.5760 1.9606
C -2.6885 5.2288 2.4349
C -3.8880 5.1357 1.7382
C -3.9531 4.4008 0.5591
C -2.8213 3.7499 0.0821
C 0.1261 3.4285 -1.7663
C 0.0864 2.5561 -2.8574
C 0.2145 3.0491 -4.1530
C 0.3812 4.4121 -4.3678
C 0.4157 5.2887 -3.2868
C 0.2848 4.7983 -1.9922
H 4.7703 3.8489 3.0716
H 2.7327 3.0493 4.2396
H 0.6606 2.6684 2.9782
H 2.6445 3.8537 -0.6504
H 4.7134 4.2544 0.6282
H -0.6274 4.6759 2.5040
H -2.6339 5.8082 3.3492
H -4.7759 5.6281 2.1197
H -4.8912 4.3111 0.0212
H -2.8897 3.1529 -0.8218
H -0.0742 1.4976 -2.7055
H 0.1723 2.3666 -4.9942
H 0.4751 4.7944 -5.3775
H 0.5383 6.3539 -3.4519
H 0.3031 5.4901 -1.1541
*
```

=====

2.
2 unconnected molecules or ions with the total composition C4H9N2O4 at a distorted geometry, computed with ωB97M-V/def2-TZVPD.

The value obtained for the maximum force is 4.25 eV/A. The HOMO-LUMO gap comes out at 10.405 eV.

ORCA input file:
```
! RIJCOSX wB97M-V def2-TZVPD def2/J DEFGRID3
* xyz 1 1
C 0.8726 1.6545 0.1425
C 0.5773 -0.3868 0.5535
C 1.9997 -0.2723 -0.2516
C -3.4598 0.3638 0.3294
N 0.0261 0.8568 0.6206
N 2.0209 1.1809 -0.3666
O -0.3392 -1.4756 0.0459
O 2.9343 -0.8445 0.5157
O -4.7350 0.4743 0.1621
O -2.7102 -0.4577 -0.1545
H 0.7739 2.7779 0.1722
H 0.8216 -0.9617 1.5054
H 2.1518 -0.7840 -1.2940
H -3.0483 1.0071 1.0817
H 2.5373 1.6523 -1.1524
H -0.6834 -2.0176 0.8538
H 3.4567 -0.1030 0.9111
H -5.1857 -0.2412 -0.3676
H -1.1512 -0.9930 -0.2401
*
```

=====

3.
A molecular structure, C46H45FNP2RuS, computed with ωB97M-V/def2-TZVPD.

The value obtained for the maximum force is 1.00 eV/A. Its expectation value of S² is 8.851. The HOMO-LUMO gap (spin up / spin down) comes out at 6.648 / 6.475 eV.

ORCA input file:
```
! RIJCOSX wB97M-V def2-TZVPD def2/J DEFGRID3
* xyz 0 6
Ru 0.7765 -0.8646 0.0972
C 0.3775 -2.0143 2.1249
C 1.6192 -1.3451 2.3087
C 2.5576 -1.9015 1.3977
C 1.8857 -2.9017 0.6300
C 0.5559 -3.0211 1.1315
C -0.3748 -4.1601 0.8634
C 2.6052 -3.8997 -0.2289
C 4.0295 -1.6551 1.3440
C 1.9550 -0.5157 3.5063
C -0.8183 -1.8698 3.0141
H -0.0932 -5.0109 1.4898
H -0.3246 -4.4889 -0.1758
H -1.4079 -3.8978 1.0946
H 1.9159 -4.6072 -0.6873
H 3.3069 -4.4683 0.3860
H 3.1702 -3.4132 -1.0245
H 4.5323 -2.2714 2.0964
H 4.2723 -0.6128 1.5415
H 4.4280 -1.9215 0.3661
H 1.9555 -1.1574 4.3927
H 1.2353 0.2831 3.6788
H 2.9421 -0.0695 3.4149
H -0.7707 -2.5845 3.8416
H -1.7413 -2.0593 2.4653
H -0.8706 -0.8692 3.4451
N -1.6949 0.8150 -0.5515
P -2.0113 -0.8290 -0.2672
C -3.7219 -0.6454 0.4161
C -3.8397 -0.2442 1.7482
C -5.0781 0.0230 2.3077
C -6.2284 -0.1333 1.5467
C -6.1285 -0.5822 0.2389
C -4.8859 -0.8407 -0.3247
C -2.4495 -1.5435 -1.8941
C -2.6934 -0.7729 -3.0242
C -3.0272 -1.3833 -4.2258
C -3.1510 -2.7623 -4.2983
C -2.9463 -3.5354 -3.1632
C -2.5898 -2.9271 -1.9712
P -0.0594 1.2826 -0.1882
C 0.4789 2.0819 -1.7151
C -0.1343 3.2174 -2.1786
C 0.2587 3.8268 -3.3747
C 1.3656 3.3057 -4.0888
C 1.9592 2.1521 -3.7082
C 1.4538 1.3249 -2.5731
C -0.4228 2.6937 0.9227
C -1.4615 2.6029 1.8435
C -1.7696 3.6738 2.6708
C -1.0423 4.8503 2.5787
C 0.0090 4.9435 1.6764
C 0.3243 3.8700 0.8603
H -2.4583 1.4735 -0.6331
H -2.9456 -0.1550 2.3550
H -5.1475 0.3427 3.3400
H -7.1979 0.0905 1.9726
H -7.0242 -0.7354 -0.3500
H -4.8268 -1.1895 -1.3464
H -2.6313 0.3076 -2.9612
H -3.1928 -0.7781 -5.1085
H -3.4129 -3.2346 -5.2364
H -3.0554 -4.6117 -3.2129
H -2.4194 -3.5252 -1.0821
H -0.9236 3.6773 -1.5945
H -0.2415 4.7219 -3.7184
H 1.7483 3.8586 -4.9386
H 2.8307 1.7879 -4.2383
H 2.3059 0.9833 -1.9777
H -2.0344 1.6885 1.9109
H -2.5811 3.5899 3.3827
H -1.2920 5.6929 3.2111
H 0.5948 5.8517 1.6151
H 1.1641 3.9260 0.1811
S 2.6063 1.4446 0.4195
C 3.2475 2.0398 1.9477
C 4.6250 1.9595 2.1741
C 5.1727 2.4219 3.3602
C 4.3618 2.9795 4.3390
C 2.9962 3.0799 4.1148
C 2.4412 2.6153 2.9331
H 5.2614 1.5418 1.4036
H 6.2402 2.3449 3.5274
H 4.7926 3.3359 5.2660
H 2.3536 3.5208 4.8679
H 1.3742 2.6836 2.7817
F 1.3140 -2.1212 -6.0141
C 1.0850 -1.7498 -4.7301
C 0.8755 -2.7578 -3.7875
C 0.7466 -2.3768 -2.4320
C 0.7524 -1.0845 -1.9807
C 0.7191 0.0055 -3.0333
C 1.0915 -0.4382 -4.4139
H 0.8961 -3.7966 -4.0861
H 0.6554 -3.1901 -1.7220
H -0.3435 0.3053 -3.1006
H 1.2431 0.3072 -5.1823
*
```

=====

4.
12 unconnected molecules or ions with the total composition C35H81Br2N11O11 at a distorted geometry, computed with ωB97M-V/def2-TZVPD.

As for the SMILES: CN(C)C=O.CN(C)C=O.CN(C)C=O.CN(C)C=O.CN(C)C=O.CN(C)C=O.CN(C)C=O.CN(C)C=O.CN(C)C=O.CN(C)C=O.CN(C)C=O.BrCCBr. The value obtained for the maximum force is 4.38 eV/A. The HOMO-LUMO gap comes out at 9.039 eV.

ORCA input file:
```
! RIJCOSX wB97M-V def2-TZVPD def2/J DEFGRID3
* xyz 0 1
C 36.0817 -19.6730 -24.7807
N 35.8191 -21.0752 -24.5540
C 35.0359 -21.8031 -25.5835
C 36.2486 -21.7461 -23.4791
O 36.1377 -22.9644 -23.4216
H 36.6607 -19.2735 -23.9481
H 35.1149 -19.1778 -24.8701
H 36.5749 -19.4348 -25.7231
H 34.8953 -22.8491 -25.3110
H 34.1540 -21.3194 -26.0035
H 35.7262 -21.8077 -26.4270
H 36.6963 -21.1148 -22.6961
C 27.5703 -21.2950 -24.9153
N 27.1472 -19.9382 -25.4240
C 26.1624 -19.2876 -24.6007
C 27.8409 -19.3483 -26.3816
O 27.6861 -18.1909 -26.7864
H 26.8442 -22.0280 -25.2668
H 27.6130 -21.2806 -23.8263
H 28.5553 -21.5550 -25.3029
H 26.5050 -19.3335 -23.5669
H 26.1183 -18.2356 -24.8828
H 25.1763 -19.7518 -24.6094
H 28.6314 -19.9490 -26.8573
C 32.0441 -25.8211 -17.8861
N 31.4324 -24.5101 -18.0982
C 30.6017 -23.9893 -16.9595
C 31.6562 -23.9719 -19.3653
O 31.2643 -22.8760 -19.6828
H 32.9917 -25.9126 -18.4170
H 31.2586 -26.5074 -18.2022
H 32.1394 -26.0300 -16.8206
H 30.1694 -23.0465 -17.2946
H 29.8452 -24.7661 -16.8478
H 31.2677 -23.6882 -16.1508
H 32.2229 -24.6431 -20.0290
C 20.8022 -18.2984 -29.8952
N 20.0799 -18.5804 -28.6966
C 19.4306 -17.4553 -28.0074
C 20.2109 -19.8116 -28.0754
O 19.8245 -19.9965 -26.9140
H 19.9656 -18.0234 -30.5376
H 21.4701 -19.0840 -30.2486
H 21.4822 -17.4491 -29.8292
H 18.4404 -17.7020 -27.6243
H 20.1105 -17.1288 -27.2205
H 19.6226 -16.5841 -28.6338
H 20.6126 -20.5095 -28.8263
C 26.3042 -16.4327 -15.0865
N 25.7577 -16.5511 -16.3892
C 25.1025 -17.8182 -16.5679
C 26.1223 -15.7030 -17.3637
O 25.7356 -16.0484 -18.5066
H 25.9252 -17.1834 -14.3930
H 26.2020 -15.4810 -14.5651
H 27.3723 -16.6437 -15.1402
H 24.8965 -17.9233 -17.6331
H 25.8019 -18.6133 -16.3095
H 24.1961 -17.9419 -15.9752
H 26.6272 -14.8271 -16.9277
C 32.6899 -14.1008 -28.5784
N 32.5656 -12.6371 -28.7196
C 31.2762 -12.1067 -28.3256
C 33.5553 -11.8269 -29.1331
O 33.4605 -10.6209 -29.3404
H 31.8154 -14.6370 -28.9469
H 32.7219 -14.2274 -27.4962
H 33.6307 -14.5702 -28.8662
H 31.1384 -12.2709 -27.2569
H 31.2130 -11.0207 -28.3948
H 30.4946 -12.5202 -28.9630
H 34.4766 -12.4238 -29.2170
C 23.6612 -9.9087 -24.9796
N 23.4185 -11.0367 -25.9502
C 24.2382 -12.1925 -25.6723
C 22.6922 -10.8935 -27.0355
O 22.6164 -11.7907 -27.8846
H 23.8463 -10.3254 -23.9896
H 22.8607 -9.1753 -24.8827
H 24.5210 -9.2828 -25.2186
H 24.1120 -12.5875 -24.6642
H 23.9409 -12.9905 -26.3527
H 25.3083 -12.0524 -25.8250
H 22.1170 -9.9547 -27.0341
C 20.0910 -15.0588 -21.0711
N 18.7770 -14.6140 -21.5504
C 17.6688 -15.3174 -20.9658
C 18.6844 -13.5730 -22.4174
O 17.6259 -13.2381 -22.9784
H 20.1296 -15.1716 -19.9876
H 20.9081 -14.4207 -21.4076
H 20.2325 -16.0431 -21.5173
H 17.5373 -15.0709 -19.9122
H 16.7606 -15.2352 -21.5630
H 18.0172 -16.3434 -21.0841
H 19.6282 -13.0091 -22.4763
C 25.0294 -14.8892 -33.4995
N 25.1705 -16.2060 -34.1397
C 24.2870 -16.3278 -35.3472
C 25.8979 -17.2598 -33.6141
O 25.8326 -18.4592 -34.0209
H 25.7516 -14.2179 -33.9643
H 25.3768 -15.0622 -32.4810
H 24.0560 -14.4039 -33.4282
H 23.2383 -16.3013 -35.0511
H 24.4001 -15.5181 -36.0680
H 24.4424 -17.3053 -35.8038
H 26.4911 -17.0550 -32.7094
C 31.0086 -14.8894 -20.5988
N 31.5352 -14.7477 -19.2371
C 32.1167 -13.4145 -18.9579
C 31.5023 -15.7903 -18.3152
O 32.0352 -15.6345 -17.2130
H 30.4598 -13.9781 -20.8364
H 30.4414 -15.7451 -20.9654
H 31.7879 -14.7357 -21.3451
H 31.4724 -12.5380 -18.8887
H 32.7299 -13.4928 -18.0601
H 32.9059 -13.1266 -19.6525
H 31.0917 -16.6941 -18.7914
C 33.5587 -19.7685 -35.5723
N 33.6236 -20.2951 -34.1717
C 34.8537 -19.9637 -33.5106
C 32.4944 -20.6895 -33.5237
O 32.3963 -20.8572 -32.3343
H 33.5662 -18.6803 -35.6348
H 32.6398 -20.0885 -36.0636
H 34.4520 -20.0078 -36.1491
H 34.9996 -20.3002 -32.4842
H 35.6363 -20.5444 -33.9988
H 35.2312 -18.9453 -33.6019
H 31.6210 -20.7183 -34.1934
Br 25.6116 -25.6885 -30.1167
C 27.1943 -25.6274 -31.1905
C 27.0121 -26.5485 -32.3496
Br 28.4404 -26.2073 -33.6942
H 28.1160 -25.9429 -30.7015
H 27.3376 -24.5711 -31.4178
H 26.0287 -26.3744 -32.7862
H 26.9874 -27.6177 -32.1391
*
```

=====

5.
A molecular structure, C25H31GeO2PPtSe, computed with ωB97M-V/def2-TZVPD.

The value obtained for the maximum force is 0.82 eV/A. The HOMO-LUMO gap comes out at 6.566 eV.

ORCA input file:
```
! RIJCOSX wB97M-V def2-TZVPD def2/J DEFGRID3
* xyz 2 1
Pt -0.1696 1.8131 0.5363
C 4.6807 -3.6917 -1.6751
C 4.8800 -2.6193 -0.8209
C 3.8175 -1.7969 -0.4690
C 2.5473 -2.0429 -0.9824
C 2.3463 -3.1445 -1.8188
C 3.4101 -3.9561 -2.1718
P 1.0671 -1.1244 -0.4694
C 1.7037 0.4188 0.2907
C 2.6999 1.2563 -0.2521
C 3.3434 2.1603 0.5633
C 3.0278 2.2865 1.9320
C 2.0444 1.5156 2.4817
C 1.3397 0.5818 1.6676
C 0.3277 -0.5593 -2.0477
C 0.9347 -0.6092 -3.2945
C 0.2019 -0.3228 -4.4446
C -1.1419 0.0017 -4.3655
C -1.7720 0.0856 -3.1288
C -1.0225 -0.1869 -2.0019
H 5.5119 -4.3276 -1.9478
H 5.8643 -2.4201 -0.4194
H 3.9954 -0.9733 0.2100
H 1.3563 -3.3688 -2.2006
H 3.2468 -4.8008 -2.8272
H 2.9781 1.1524 -1.2933
H 4.1299 2.7794 0.1499
H 3.5771 2.9896 2.5424
H 1.8042 1.5868 3.5344
H 0.7716 -0.2040 2.1501
H 1.9728 -0.9029 -3.3753
H 0.6872 -0.3704 -5.4102
H -1.7120 0.1978 -5.2631
H -2.8175 0.3602 -3.0813
C -3.6924 -3.0799 2.8916
Ge -3.0508 -1.2763 2.6133
C -1.5128 -0.7919 3.6986
C -4.4327 0.0837 2.7430
C -2.3756 -1.4021 0.6853
Se -1.7290 0.1571 -0.2214
C -3.3439 1.1396 -0.5887
H -4.0049 -3.1936 3.9293
H -2.8964 -3.7957 2.6896
H -4.5476 -3.2981 2.2537
H -1.8134 -0.6921 4.7413
H -1.1250 0.1767 3.3823
H -0.7402 -1.5587 3.6353
H -4.8167 0.0923 3.7637
H -5.2691 -0.1332 2.0790
H -4.0401 1.0811 2.5500
H -3.1768 -1.7778 0.0461
H -1.5226 -2.0783 0.6332
H -4.0957 0.4445 -0.9544
H -3.0725 1.8886 -1.3295
H -3.6698 1.6142 0.3310
C -0.0707 5.5919 -0.4655
C -0.1652 4.1821 -0.0304
O -1.0561 3.3808 -0.4543
O 0.6665 3.6738 0.8149
H -1.0162 5.9388 -0.8730
H 0.6966 5.6630 -1.2393
H 0.2409 6.2057 0.3777
*
```

=====

6.
2 unconnected molecules or ions with the total composition C4H12, computed with ωB97M-V/def2-TZVPD.

As for the SMILES: CC.CC. The value obtained for the maximum force is 0.89 eV/A. The HOMO-LUMO gap comes out at 12.878 eV.

ORCA input file:
```
! RIJCOSX wB97M-V def2-TZVPD def2/J DEFGRID3
* xyz 0 1
C 2.1298 0.8929 0.6080
C 1.2021 0.0573 1.4849
H 3.0769 0.4034 0.3406
H 1.6517 1.1971 -0.3288
H 2.4195 1.8131 1.1090
H 0.5974 -0.6053 0.8584
H 1.7868 -0.5605 2.1682
H 0.4897 0.7162 1.9693
C -1.4590 0.2287 -1.1148
C -1.9032 -1.2080 -0.9339
H -2.0648 0.7398 -1.8648
H -1.4722 0.8165 -0.1913
H -0.4334 0.2973 -1.4736
H -2.7893 -1.2954 -0.3046
H -1.1314 -1.8060 -0.4381
H -2.1005 -1.6869 -1.8886
*
```

=====

Q: Which E values were calculated for the entries above? A: -321492.950; -15455.714; -84631.916; -216602.016; -164905.030; -4342.434, in eV.
Q: Which ΔE to the lowest compared entry with this formula, charge and spin values were calculated for the entries above? A: 16.6; 37.5; 54.9; 0.0; 20.0; 2.2, in kcal per mole.